Molecular formula: CH6O2
Method: DFT, ωB97M-V/def2-TZVPD

```
9
Properties=species:S:1:pos:R:3:nbo_charge:R:1
C -0.92356 -0.48630 0.03131 -0.26
H 2.25213 0.08866 1.01824 0.48
H 1.16823 0.53905 -0.44374 0.50
H -0.84246 1.31844 -0.64388 0.47
H -0.53647 -1.09233 0.82373 0.20
H -2.00595 -0.36599 0.02102 0.17
H -0.71489 -0.89445 -0.91110 0.17
O 2.11045 0.00729 -0.08011 -1.01
O -0.50748 0.88563 0.18454 -0.72
```

Computed properties:
orbital gap = 11.06 eV
LUMO energy = 0.6 eV
E_tot = -192.106668 hartree
charge = 0